(1)
Formula: C3H13NO3
Source: the Open Molecules 2025 dataset
Level of theory: the ωB97M-V functional and the def2-TZVPD basis

```
20
Properties=species:S:1:pos:R:3
H 1.017 0.932 1.034
H -1.440 0.097 2.996
H 1.127 -0.686 1.990
C -1.327 -0.641 2.141
O 0.655 1.460 -2.878
H 0.219 -1.158 -1.332
N -0.677 -0.340 0.919
H 0.884 0.643 -2.378
H -0.934 0.499 0.392
O -1.649 1.427 -1.158
C 1.506 -0.886 -0.024
O 1.017 -0.617 -1.342
H -0.891 1.301 -1.749
H -2.496 1.163 -1.502
H 1.399 2.017 -3.096
C 0.805 -0.141 1.103
H -0.893 -1.520 2.659
H 1.477 -1.959 0.210
H 2.550 -0.589 0.057
H -2.348 -1.002 1.956
```

* maximum force: 2.7 eV Å⁻¹
* orbital gap: 9.6 eV
* LUMO level: 0.836 eV
* 2S+1: 1
* E_tot: -402.53704 Eh
* ΔE to the lowest compared entry with this formula, charge and spin: 113.93 kJ/mol


(2)
Formula: C3H13NO3
Source: the Open Molecules 2025 dataset
Level of theory: the ωB97M-V functional and the def2-TZVPD basis

```
20
Properties=species:S:1:pos:R:3
H -0.284 -3.518 -2.368
C 0.741 1.304 0.334
H -1.061 2.492 -0.293
O -1.778 4.253 -1.314
H 1.057 1.724 1.307
H 1.978 -0.849 0.696
C 0.982 -1.054 1.135
H -1.328 4.107 -2.144
H 1.060 -0.795 2.195
H -0.628 -2.462 0.977
O -0.121 2.350 -0.155
H -0.552 -3.269 -0.972
H -0.802 0.025 1.107
H -1.098 4.059 -0.655
H 0.703 -3.080 1.400
O -0.600 -4.013 -1.598
H 1.612 1.361 -0.320
H -0.287 -0.259 -0.561
C 0.041 -0.033 0.442
N 0.365 -2.339 0.785
```

* maximum force: 2.5 eV Å⁻¹
* orbital gap: 10.8 eV
* LUMO level: 0.682 eV
* 2S+1: 1
* E_tot: -402.51867 Eh
* ΔE to the lowest compared entry with this formula, charge and spin: 162.18 kJ/mol


(3)
Formula: C3H13NO3
Source: the Open Molecules 2025 dataset
Level of theory: the ωB97M-V functional and the def2-TZVPD basis

```
20
Properties=species:S:1:pos:R:3
H -0.515 0.290 3.518
H 0.737 1.357 3.999
H -5.341 1.574 -0.245
H -0.152 -0.824 -5.697
H -0.683 -1.908 -6.683
H 3.311 -4.677 0.923
C 0.507 1.199 1.783
H 2.445 1.479 2.312
O -5.040 2.306 0.313
O -0.095 -1.741 -5.955
H -0.092 1.131 -0.349
C -0.468 0.950 0.650
H 2.916 -3.685 -0.252
H -0.671 -0.156 0.735
H 2.193 1.068 0.588
O 3.632 -4.116 0.214
N 1.880 1.331 1.501
C 0.223 0.999 3.089
H -5.572 3.085 0.226
H -1.423 1.433 0.855
```

* maximum force: 2.4 eV Å⁻¹
* orbital gap: 7.9 eV
* LUMO level: 0.603 eV
* 2S+1: 1
* E_tot: -402.49718 Eh
* ΔE to the lowest compared entry with this formula, charge and spin: 218.60 kJ/mol


(4)
Formula: C3H13NO3
Source: the Open Molecules 2025 dataset
Level of theory: the ωB97M-V functional and the def2-TZVPD basis

```
20
Properties=species:S:1:pos:R:3
H -1.829 -0.392 2.491
H 0.797 -2.256 0.482
O -2.354 0.422 2.575
C -1.134 -0.457 -0.817
C 1.101 0.493 -1.035
H -0.973 -0.678 0.222
H 0.291 -0.891 -2.508
H 0.970 0.919 -0.044
H -1.274 1.760 1.036
H -2.316 0.943 1.773
H 1.942 -2.924 1.155
O 1.129 -2.451 1.372
H -1.797 -1.256 -1.165
C 0.212 -0.382 -1.523
H 3.024 1.075 -0.872
O -0.549 2.236 0.619
H -0.997 3.095 0.616
H -1.608 0.506 -1.071
N 2.468 0.317 -1.246
H 2.897 -0.076 -2.060
```

* maximum force: 3.5 eV Å⁻¹
* orbital gap: 8.3 eV
* LUMO level: 0.564 eV
* 2S+1: 1
* E_tot: -402.50365 Eh
* ΔE to the lowest compared entry with this formula, charge and spin: 201.61 kJ/mol


(5)
Formula: C3H13NO3
Source: the Open Molecules 2025 dataset
Level of theory: the ωB97M-V functional and the def2-TZVPD basis

```
20
Properties=species:S:1:pos:R:3
H -0.303 0.794 -1.117
O 0.697 1.596 1.830
C -2.084 -0.552 0.214
O 2.577 -2.379 -0.086
H 2.603 0.896 0.152
H -2.923 -0.218 -1.830
N -1.052 0.496 -1.720
H -3.158 0.565 1.514
H -1.513 -1.427 -0.075
H 3.731 0.128 -0.465
H -0.244 1.822 1.804
H -2.737 1.268 -0.889
C -2.463 -0.265 1.452
H 1.761 -2.848 0.116
H -1.062 1.031 -2.568
H -1.944 -0.790 2.245
O 3.089 0.827 -0.694
H 2.756 -2.493 -1.023
H 0.665 0.683 2.148
C -2.352 0.245 -1.025
```

* maximum force: 2.7 eV Å⁻¹
* orbital gap: 9.4 eV
* LUMO level: 0.536 eV
* 2S+1: 1
* E_tot: -402.51718 Eh
* ΔE to the lowest compared entry with this formula, charge and spin: 166.08 kJ/mol


(6)
Formula: C3H13NO3
Source: the Open Molecules 2025 dataset
Level of theory: the ωB97M-V functional and the def2-TZVPD basis

```
20
Properties=species:S:1:pos:R:3
O 0.266 0.021 -2.429
H 2.254 0.194 1.604
H 1.744 1.983 1.604
H -1.973 -0.824 -0.192
N 0.137 0.683 1.263
H -0.375 -0.852 2.520
C -0.382 -0.659 1.394
H -1.227 2.639 -1.211
H 0.347 -1.473 0.955
C 1.405 0.877 1.463
O 2.218 -0.888 -1.001
H -0.450 -0.455 -2.822
H -2.566 -0.533 1.281
H 3.061 -0.605 -1.375
H 1.530 -0.946 -1.688
C -1.761 -1.129 0.869
H -0.902 1.616 -0.072
H -1.994 -2.198 0.909
O -1.218 1.658 -1.000
H -0.113 0.892 -2.071
```

* maximum force: 4.3 eV Å⁻¹
* orbital gap: 10.6 eV
* LUMO level: 0.766 eV
* 2S+1: 1
* E_tot: -402.51819 Eh
* ΔE to the lowest compared entry with this formula, charge and spin: 163.42 kJ/mol